# CClFN2O4

2 unconnected molecules or ions with the total composition CClFN2O4 at a distorted geometry (the ωB97M-V functional and the def2-TZVPD basis, the Open Molecules 2025 dataset).

Structure (XYZ):
```
9
Properties=species:S:1:pos:R:3:mulliken_charge:R:1
C 0.187 0.136 -0.347 0.10
N -0.514 1.222 0.449 0.98
N -0.204 -1.312 -0.034 1.07
O -1.635 0.955 0.765 -0.48
O 0.162 2.148 0.669 -0.47
O -0.559 -1.567 1.077 -0.47
O -0.396 -1.996 -1.031 -0.51
F 0.163 0.502 -1.585 -0.07
Cl 2.796 -0.088 0.038 -0.15
```

For the orbital gap (spin up / spin down), the calculation gives 7.9 / 7.5 eV. The HOMO energy (spin up / spin down) comes out at -11.688 / -11.549 eV. The energy relative to the best compared isomer or geometry (same formula, charge and spin) comes out at 67.7 kcal/mol. The max |F| comes out at 2.968 eV/A. The value obtained for the total energy is -1008.29805 hartree. Its charge is 0.